1.
C8H18N3OP in the gas phase in a non-equilibrium geometry. Source: OMol25; level of theory: ωB97M-V/def2-TZVPD.

Results
* multiplicity: 1

Last column: natural (NBO) charge in e.
CARTESIAN COORDINATES (ANGSTROEM)
C 1.188 0.919 1.046  -0.1953
C 1.613 0.358 -0.365  -0.3421
C 0.722 -0.792 -0.421  0.3216
C 4.188 0.892 -0.742  -0.6146
C -1.234 -1.891 -1.013  -0.4383
C -3.011 -0.169 1.404  -0.4043
C -3.669 1.244 -0.393  -0.3977
C 3.102 -0.101 -0.544  -0.3717
N -0.163 0.608 1.160  -1.1407
N -0.460 -0.739 -0.891  -0.5313
N -2.683 0.378 0.100  -0.7766
O -0.848 1.990 -1.043  -1.1005
P -1.067 0.929 -0.075  2.3194
H 1.678 0.405 1.765  0.1811
H 1.309 1.970 1.062  0.1987
H 1.441 1.149 -1.139  0.2596
H 1.082 -1.711 -0.135  0.1735
H 4.125 1.732 -0.083  0.2171
H 4.217 1.225 -1.832  0.2079
H 5.091 0.288 -0.553  0.2180
H -2.204 -1.477 -0.895  0.2418
H -1.175 -2.328 -2.040  0.2122
H -0.976 -2.609 -0.216  0.1933
H -2.389 -1.007 1.752  0.2182
H -3.013 0.522 2.184  0.1941
H -4.088 -0.489 1.295  0.1862
H -3.247 1.847 -1.117  0.2330
H -4.492 0.567 -0.727  0.1840
H -4.121 1.917 0.414  0.1699
H 3.310 -0.639 0.457  0.1828
H 3.092 -0.972 -1.296  0.2004

2.
A molecular structure, Cd3N5O15 in a non-equilibrium geometry. Source: OMol25; level of theory: ωB97M-V/def2-TZVPD.

Results
* charge: +1
* multiplicity: 1

Last column: natural (NBO) charge in e.
CARTESIAN COORDINATES (ANGSTROEM)
Cd -1.876 -2.583 -4.119  0.7707
Cd -2.481 4.699 1.471  0.7206
Cd 5.339 -0.043 1.767  0.6935
N 5.616 -5.168 0.494  0.6980
O 5.605 -6.025 1.349  -0.2770
O 5.788 -5.525 -0.707  -0.2907
O 5.736 -3.991 0.770  -0.3186
N -7.057 -2.817 -2.892  0.6905
O -5.808 -2.591 -2.873  -0.3095
O -7.514 -4.020 -2.955  -0.2767
O -7.821 -1.899 -2.882  -0.2288
N 2.705 0.549 6.261  0.6919
O 2.875 1.655 6.765  -0.2769
O 1.554 0.130 6.453  -0.2784
O 3.425 0.186 5.310  -0.3569
N -1.778 6.577 -3.288  0.6960
O -2.936 6.723 -3.729  -0.2902
O -0.696 6.819 -3.835  -0.2554
O -1.670 6.277 -2.119  -0.2607
N 0.249 0.225 -0.305  0.6896
O -0.368 -0.418 -1.221  -0.4215
O 1.415 -0.043 0.140  -0.4100
O -0.301 1.289 0.144  -0.3994

3.
2 unconnected molecules or ions with the total composition H4O2 in a non-equilibrium geometry. Source: OMol25; level of theory: ωB97M-V/def2-TZVPD.

Results
* multiplicity: 1

Last column: natural (NBO) charge in e.
CARTESIAN COORDINATES (ANGSTROEM)
H -0.431 0.322 0.282  0.4696
H -1.652 0.608 1.322  0.4589
H 1.113 -0.895 -0.056  0.4692
H 1.132 -0.280 -1.422  0.4832
O -1.322 0.293 0.293  -0.9470
O 1.160 -0.047 -0.419  -0.9339

4.
A molecular structure, C43H32N5O3RbSSb. Source: OMol25; level of theory: ωB97M-V/def2-TZVPD.

Results
* charge: -1
* multiplicity: 1

Last column: Mulliken charge in e.
CARTESIAN COORDINATES (ANGSTROEM)
Rb 1.038 0.054 0.515  1.0462
O 6.564 5.085 2.800  -0.7353
C 5.756 4.559 3.589  0.5906
O 5.537 4.771 4.795  -0.7319
C 4.864 3.458 2.952  -0.3806
C 5.092 3.018 1.658  -0.9197
C 4.279 2.027 1.121  0.7710
N 3.266 1.476 1.792  0.0727
C 3.036 1.908 3.033  0.6035
C 3.813 2.882 3.649  -0.8540
C 1.886 1.282 3.746  0.3188
C 0.996 2.081 4.459  -0.9251
C -0.083 1.486 5.089  -0.4890
C -0.237 0.113 4.992  -0.5915
C 0.702 -0.600 4.263  -0.0378
N 1.743 -0.044 3.652  -0.3887
C 4.510 1.537 -0.266  -0.0204
C 5.806 1.465 -0.782  -0.8569
C 5.993 1.010 -2.073  -0.5284
C 4.887 0.637 -2.822  -0.8026
C 3.639 0.738 -2.229  -0.3854
N 3.446 1.172 -0.987  0.4568
H 5.888 3.489 1.097  0.6570
H 3.639 3.202 4.668  0.6324
H 1.146 3.152 4.491  0.4857
H -0.802 2.087 5.631  0.4200
H -1.076 -0.398 5.444  0.3761
H 0.607 -1.676 4.156  0.4238
H 6.646 1.751 -0.165  0.5086
H 6.992 0.940 -2.487  0.4150
H 4.982 0.272 -3.836  0.4163
H 2.742 0.456 -2.774  0.4921
O -0.871 -1.569 0.243  -0.2644
C -1.128 -2.825 0.401  -0.1312
C -2.352 -3.267 0.969  -0.3354
C -2.689 -4.598 1.045  -0.5127
C -1.816 -5.581 0.581  -1.0255
C -0.585 -5.187 0.093  -0.7859
C -0.204 -3.843 0.021  0.6173
C 1.173 -3.530 -0.386  -0.0260
N 1.668 -2.467 -0.996  -0.2301
C 3.017 -2.693 -1.127  -0.1788
C 3.357 -3.895 -0.590  -0.8053
N 2.177 -4.422 -0.125  -0.0143
H -3.026 -2.506 1.344  0.4767
H -3.649 -4.881 1.466  0.4179
H -2.089 -6.628 0.608  0.3617
H 0.099 -5.948 -0.270  0.5171
H 3.668 -1.968 -1.589  0.3288
H 4.298 -4.404 -0.482  0.4266
H 2.063 -5.266 0.406  0.2421
S -1.939 0.954 1.826  -0.5201
Sb -2.536 0.339 -0.277  2.1999
C -4.214 1.621 -0.671  0.0530
C -4.730 2.430 0.332  -0.5568
C -5.792 3.287 0.066  -0.5763
C -6.334 3.349 -1.209  -0.4258
C -5.817 2.548 -2.220  -0.7122
C -4.765 1.687 -1.948  -0.1445
C -3.395 -1.336 -1.272  0.2863
C -4.765 -1.543 -1.174  -0.8808
C -5.356 -2.634 -1.797  -0.6583
C -4.581 -3.511 -2.538  -0.5934
C -3.214 -3.301 -2.650  -0.7968
C -2.620 -2.224 -2.012  -0.4752
C -1.153 1.153 -1.670  0.4551
C -0.385 2.234 -1.242  -0.7314
C 0.533 2.832 -2.094  -0.4073
C 0.668 2.369 -3.395  -0.5444
C -0.121 1.319 -3.841  -0.7277
C -1.030 0.714 -2.984  -0.5800
H -4.285 2.391 1.320  0.3412
H -6.190 3.912 0.856  0.3928
H -7.156 4.022 -1.417  0.3632
H -6.233 2.596 -3.219  0.3812
H -4.376 1.058 -2.744  0.3698
H -5.383 -0.854 -0.607  0.4799
H -6.423 -2.796 -1.698  0.3996
H -5.040 -4.365 -3.021  0.3814
H -2.600 -3.993 -3.213  0.4005
H -1.544 -2.105 -2.043  0.6228
H -0.499 2.596 -0.224  0.5216
H 1.147 3.649 -1.736  0.4267
H 1.388 2.828 -4.062  0.4043
H -0.026 0.965 -4.861  0.3959
H -1.641 -0.101 -3.349  0.3380

What did we get for ΔE to the lowest compared entry with this formula, charge and spin? Answer: 0.283 19.338 0.952 0.489 eV, in the order shown.